Entry 1:
Computed, not measured: 2 unconnected molecules or ions with the total composition Cl3H2N3, with ωB97M-V with the def2-TZVPD basis set.

Geometry (Å):
N 0.367 -0.148 -0.025
N -0.488 -0.590 -1.818
N 0.134 -0.087 -2.820
Cl -2.112 -0.100 -1.777
Cl -0.174 1.697 -3.318
Cl 1.705 -0.482 -2.965
H -0.214 -0.717 0.607
H 1.031 -0.815 -0.408

Summary:
largest force on an atom = 3.1 eV/Å
ΔE to the lowest compared entry with this formula, charge and spin = 30.83 kcal/mol
spin multiplicity = 3
DFT total energy = -1545.75761 Ha
LUMO energy (spin up / spin down) = -0.55 / -2.16 eV
HOMO (spin up / spin down) = -0.28668 / -0.39263 hartree
frontier orbital gap (spin up / spin down) = 7.25 / 8.52 eV

Which charges does Löwdin predict for the atoms? In e, they are: number 1, N, carries 0.05; number 2, N, carries -0.62; number 3, N, carries -1.04; number 4, Cl, carries 0.60; number 5, Cl, carries 0.37; number 6, Cl, carries 0.70; number 7, H, carries 0.00; number 8, H, carries -0.06

=====

Entry 2:
Computed, not measured: a molecular structure, C30H32N4S4Sr, with ωB97M-V with the def2-TZVPD basis set.

Geometry (Å):
Sr -0.445 -0.202 0.327
C -3.026 0.942 -1.450
N -2.372 -0.369 -1.502
C -3.060 -1.301 -0.590
C -2.286 -2.555 -0.164
N -1.559 -2.474 1.113
C -0.435 -3.415 1.128
C -2.436 -2.569 2.260
C -2.837 -3.834 2.691
C -3.672 -4.021 3.776
C -4.133 -2.894 4.453
C -3.757 -1.634 4.031
C -2.901 -1.412 2.924
S -2.501 0.226 2.501
C -2.210 -0.910 -2.830
C -3.283 -0.846 -3.720
C -3.210 -1.343 -5.007
C -2.021 -1.938 -5.419
C -0.950 -2.013 -4.549
C -0.990 -1.498 -3.232
S 0.454 -1.600 -2.260
H -4.106 0.866 -1.635
H -2.591 1.590 -2.210
H -2.869 1.394 -0.468
H -3.986 -1.644 -1.074
H -3.327 -0.728 0.302
H -1.560 -2.802 -0.939
H -3.017 -3.373 -0.108
H -0.765 -4.456 1.010
H 0.093 -3.320 2.076
H 0.247 -3.174 0.310
H -2.475 -4.706 2.157
H -3.952 -5.019 4.089
H -4.782 -2.999 5.316
H -4.107 -0.757 4.560
H -4.206 -0.385 -3.385
H -4.061 -1.268 -5.674
H -1.927 -2.339 -6.422
H -0.020 -2.466 -4.872
C 3.812 0.422 -5.455
C 2.625 0.394 -4.487
C 1.373 0.964 -5.145
C 2.982 1.075 -3.181
C 2.600 2.371 -2.855
C 2.919 2.919 -1.615
C 3.619 2.194 -0.661
C 3.870 2.744 0.715
C 4.014 0.900 -0.994
C 3.706 0.359 -2.230
H 3.582 -0.125 -6.374
H 4.697 -0.025 -4.998
H 4.058 1.454 -5.722
H 2.404 -0.647 -4.234
H 1.525 1.997 -5.472
H 0.532 0.936 -4.451
H 1.108 0.374 -6.025
H 2.009 2.956 -3.549
H 2.554 3.907 -1.359
H 3.268 2.192 1.440
H 3.595 3.796 0.776
H 4.920 2.634 0.999
H 4.511 0.291 -0.247
H 3.974 -0.672 -2.442
S 0.142 2.567 0.730
C 0.634 2.431 2.409
C 0.387 3.614 3.196
N 0.197 4.586 3.786
C 1.255 1.374 3.009
S 1.749 -0.142 2.277
C 1.619 1.502 4.399
N 1.937 1.571 5.505

Summary:
largest force on an atom = 0.8 eV/Å
ΔE to the lowest compared entry with this formula, charge and spin = 17.26 kcal/mol
charge = -2
DFT total energy = -3005.06673 Ha
LUMO energy = 4.20 eV
HOMO = -0.05584 hartree
frontier orbital gap = 5.72 eV

Löwdin atomic charge list, values in e, 8 entries: number 1, Sr, carries 0.83; number 2, C, carries -0.08; number 3, N, carries -0.27; number 4, C, carries -0.21; number 5, C, carries -0.20; number 6, N, carries -0.27; number 7, C, carries -0.09; number 8, C, carries -0.27

=====

Entry 3:
Computed, not measured: C3H3NO2S in the gas phase, with ωB97M-V with the def2-TZVPD basis set.

Geometry (Å):
C -2.278 -0.461 0.295
C -0.800 -0.465 0.257
C 1.089 1.041 0.207
N -3.423 -0.480 0.148
O 1.846 -1.418 0.148
O -0.165 0.839 0.555
S 2.367 -0.033 0.148
H -0.317 -1.347 0.815
H -0.562 -0.531 -0.874
H 1.444 2.048 0.234

Summary:
largest force on an atom = 2.8 eV/Å
ΔE to the lowest compared entry with this formula, charge and spin = 89.27 kcal/mol
DFT total energy = -719.43799 Ha
LUMO energy = -0.37 eV
HOMO = -0.34127 hartree
frontier orbital gap = 8.92 eV

Löwdin atomic charge list, values in e, 8 entries: number 1, C, carries -0.17; number 2, C, carries -0.14; number 3, C, carries -0.45; number 4, N, carries 0.16; number 5, O, carries -0.61; number 6, O, carries -0.10; number 7, S, carries 0.94; number 8, H, carries 0.15

=====

Entry 4:
Computed, not measured: C5H10O in the gas phase, with ωB97M-V with the def2-TZVPD basis set.

Geometry (Å):
C 1.627 0.552 -0.560
C 1.161 -0.589 0.251
C -0.564 0.513 1.751
O -0.992 -0.714 1.193
C -0.289 -1.013 -0.012
C -1.045 -0.474 -1.228
H 2.163 0.026 -1.373
H 2.399 1.134 -0.044
H 0.889 1.221 -1.031
H 0.524 0.491 1.925
H -0.809 1.377 1.114
H -1.053 0.629 2.719
H -0.280 -2.110 -0.077
H -2.003 -0.994 -1.322
H -0.471 -0.647 -2.147
H -1.255 0.598 -1.157

Summary:
largest force on an atom = 0.3 eV/Å
ΔE to the lowest compared entry with this formula, charge and spin = 108.05 kcal/mol
DFT total energy = -271.58043 Ha
LUMO energy = -0.08 eV
HOMO = -0.30346 hartree
frontier orbital gap = 8.18 eV

Löwdin atomic charge list, values in e, 8 entries: number 1, C, carries -0.16; number 2, C, carries 0.05; number 3, C, carries -0.11; number 4, O, carries -0.16; number 5, C, carries -0.45; number 6, C, carries -0.06; number 7, H, carries 0.11; number 8, H, carries 0.08

=====

Entry 5:
Computed, not measured: 2 unconnected molecules or ions with the total composition HN2O2, with ωB97M-V with the def2-TZVPD basis set.

Geometry (Å):
N 0.658 1.152 0.734
N -0.537 -0.324 -0.300
O -1.708 -0.076 -0.557
O 0.146 -1.249 -0.735
H 1.441 0.496 0.859

Summary:
largest force on an atom = 3.4 eV/Å
ΔE to the lowest compared entry with this formula, charge and spin = 70.14 kcal/mol
charge = -1
DFT total energy = -260.41472 Ha
LUMO energy (spin up / spin down) = 4.97 / 4.98 eV
HOMO (spin up / spin down) = -0.11551 / -0.11559 hartree
frontier orbital gap (spin up / spin down) = 8.11 / 8.12 eV

Which charges does Löwdin predict for the atoms? In e, they are: number 1, N, carries -0.11; number 2, N, carries -0.44; number 3, O, carries -0.12; number 4, O, carries -0.14; number 5, H, carries -0.19

=====

Entry 6:
Computed, not measured: 2 unconnected molecules or ions with the total composition C5H11NO, with ωB97M-V with the def2-TZVPD basis set.

Geometry (Å):
C 1.496 0.211 -1.295
C 0.881 -0.634 -0.208
C 1.193 -0.399 1.221
N -0.098 -0.001 0.672
C -1.236 -0.803 1.114
C -2.209 1.591 -1.196
O -1.540 2.128 -0.219
H 0.823 0.303 -2.153
H 2.433 -0.238 -1.642
H 1.721 1.216 -0.923
H 0.653 -1.664 -0.483
H 1.863 0.410 1.503
H 1.192 -1.255 1.894
H -1.049 -1.882 1.023
H -1.450 -0.566 2.160
H -1.751 0.559 -1.351
H -2.119 -0.553 0.520
H -0.836 1.527 0.168

Summary:
largest force on an atom = 0.4 eV/Å
ΔE to the lowest compared entry with this formula, charge and spin = 110.06 kcal/mol
DFT total energy = -326.95595 Ha
LUMO energy = 0.87 eV
HOMO = -0.29546 hartree
frontier orbital gap = 8.91 eV

Löwdin atomic charge list, values in e, 8 entries: number 1, C, carries -0.05; number 2, C, carries -0.33; number 3, C, carries -0.09; number 4, N, carries -0.18; number 5, C, carries -0.08; number 6, C, carries -0.04; number 7, O, carries -0.11; number 8, H, carries 0.07

=====

Entry 7:
Computed, not measured: 9 unconnected molecules or ions with the total composition C4H26NO9, with ωB97M-V with the def2-TZVPD basis set.

Geometry (Å):
C 1.759 -0.362 -2.002
N 2.302 -1.373 -1.103
C 3.286 -0.916 -0.093
C 2.938 0.065 1.038
C 2.543 1.477 0.527
O 1.152 1.666 0.393
H 0.771 -0.030 -1.641
H 1.546 -0.812 -2.967
H 2.442 0.479 -2.114
H 1.624 -1.932 -0.604
H 4.176 -0.627 -0.682
H 3.643 -1.855 0.353
H 2.036 -0.314 1.510
H 3.743 0.182 1.753
H 2.996 2.223 1.197
H 2.983 1.664 -0.464
H -3.436 1.563 -3.488
H -2.802 2.482 -2.441
O -3.111 2.467 -3.372
H -0.378 0.485 2.388
H 0.761 1.758 1.306
O 0.274 1.209 2.780
H -2.450 1.239 -0.274
H -0.994 1.633 -0.780
O -1.916 1.625 -1.037
H -4.127 -0.697 -2.002
H -2.909 0.225 -1.714
O -3.361 -0.304 -2.417
H -2.081 -1.785 0.746
H -0.241 -0.439 0.663
O -0.837 -0.539 1.408
H -1.842 -2.255 -0.743
H -3.674 -0.485 0.849
O -2.338 -2.446 0.063
H 0.499 -2.506 3.214
H -0.009 -2.036 1.772
O 0.610 -2.640 2.272
H -2.215 -0.056 1.270
H -0.207 1.646 3.488
O -3.157 0.319 0.947

Summary:
largest force on an atom = 2.1 eV/Å
ΔE to the lowest compared entry with this formula, charge and spin = 11.72 kcal/mol
charge = -1
DFT total energy = -899.98162 Ha
LUMO energy = 3.11 eV
HOMO = -0.21202 hartree
frontier orbital gap = 8.88 eV

Löwdin atomic charge list, values in e, 8 entries: number 1, C, carries -0.13; number 2, N, carries -0.11; number 3, C, carries -0.25; number 4, C, carries -0.15; number 5, C, carries -0.28; number 6, O, carries -0.12; number 7, H, carries 0.06; number 8, H, carries 0.06

=====

Entry 8:
Computed, not measured: a molecular structure, C13H17GeN4OPtSSe, with ωB97M-V with the def2-TZVPD basis set.

Geometry (Å):
Pt -0.342 0.155 0.082
S -0.075 -1.779 4.134
C 0.214 -0.091 4.203
C 0.142 0.455 2.964
N -0.137 -0.443 1.977
C -0.273 -1.656 2.447
H 0.418 0.399 5.132
H 0.294 1.496 2.724
H -0.482 -2.510 1.826
C 2.690 2.729 -0.384
Ge 2.758 0.928 -1.215
C 2.234 0.874 -3.129
C 4.567 0.095 -1.013
C 1.635 -0.390 -0.195
H 3.377 3.394 -0.901
H 2.988 2.685 0.661
H 1.691 3.154 -0.449
H 2.136 1.866 -3.556
H 1.295 0.345 -3.258
H 2.997 0.340 -3.689
H 5.286 0.654 -1.604
H 4.529 -0.926 -1.382
H 4.884 0.091 0.025
H 2.091 -0.637 0.767
H 1.541 -1.315 -0.779
Se -2.089 -3.761 -1.010
N -3.791 -3.241 -0.900
C -3.881 -2.013 -0.445
C -5.009 -1.227 -0.212
C -4.846 0.078 0.234
C -3.587 0.602 0.449
N -2.487 -0.143 0.253
C -2.589 -1.396 -0.173
N -1.521 -2.143 -0.390
H -5.987 -1.644 -0.395
H -5.703 0.705 0.421
H -3.438 1.617 0.783
O -0.917 1.646 -2.445
C -0.614 1.007 -1.559

Summary:
largest force on an atom = 2.2 eV/Å
ΔE to the lowest compared entry with this formula, charge and spin = 11.90 kcal/mol
charge = +1
spin multiplicity = 3
DFT total energy = -5795.36257 Ha
LUMO energy (spin up / spin down) = -3.33 / -6.96 eV
HOMO (spin up / spin down) = -0.34089 / -0.43183 hartree
frontier orbital gap (spin up / spin down) = 5.94 / 4.80 eV

Löwdin atomic charge list, values in e, 8 entries: number 1, Pt, carries 1.24; number 2, S, carries 1.13; number 3, C, carries -0.34; number 4, C, carries -0.21; number 5, N, carries -0.26; number 6, C, carries -0.43; number 7, H, carries 0.08; number 8, H, carries 0.12

=====

Please write out number 6 again, unchanged.
Computed, not measured: 2 unconnected molecules or ions with the total composition C5H11NO, with ωB97M-V with the def2-TZVPD basis set.

Geometry (Å):
C 1.496 0.211 -1.295
C 0.881 -0.634 -0.208
C 1.193 -0.399 1.221
N -0.098 -0.001 0.672
C -1.236 -0.803 1.114
C -2.209 1.591 -1.196
O -1.540 2.128 -0.219
H 0.823 0.303 -2.153
H 2.433 -0.238 -1.642
H 1.721 1.216 -0.923
H 0.653 -1.664 -0.483
H 1.863 0.410 1.503
H 1.192 -1.255 1.894
H -1.049 -1.882 1.023
H -1.450 -0.566 2.160
H -1.751 0.559 -1.351
H -2.119 -0.553 0.520
H -0.836 1.527 0.168

Summary:
largest force on an atom = 0.4 eV/Å
ΔE to the lowest compared entry with this formula, charge and spin = 110.06 kcal/mol
DFT total energy = -326.95595 Ha
LUMO energy = 0.87 eV
HOMO = -0.29546 hartree
frontier orbital gap = 8.91 eV

Löwdin atomic charge list, values in e, 8 entries: number 1, C, carries -0.05; number 2, C, carries -0.33; number 3, C, carries -0.09; number 4, N, carries -0.18; number 5, C, carries -0.08; number 6, C, carries -0.04; number 7, O, carries -0.11; number 8, H, carries 0.07